1.
DFT (ωB97M-V with the def2-TZVPD basis set) results for the molecule C5H7N3 in a non-equilibrium geometry.

LUMO level = 0.7 eV
Charge = 0
HOMO energy = -8.633 eV
Multiplicity = 1

The geometry in XYZ format:
```
15
Properties=species:S:1:pos:R:3:lowdin_charge:R:1
C -0.80393 -0.46585 0.89250 -0.33
C 0.19662 -0.70821 -1.42903 -0.14
C 0.85526 0.42736 -1.48973 -0.02
C 0.55687 1.00278 -0.17052 -0.26
C 0.50056 0.32172 1.09775 -0.26
H -2.72130 -0.75174 0.94345 0.03
H -1.14966 -2.05176 -0.71259 0.17
H 0.12304 -1.80577 -1.76669 0.14
H 1.36987 0.88059 -2.21109 0.06
H -0.42453 1.23416 -0.30644 0.10
H 1.82498 1.98896 1.60373 0.13
H 1.38931 -0.28339 1.15133 0.14
N -1.97422 -0.33365 1.49949 0.12
N -0.55258 -1.22561 -0.31201 0.00
N 0.80971 1.77041 1.20984 0.10
```

=====

2.
DFT (ωB97M-V with the def2-TZVPD basis set) results for the molecule C5H7N3 in a non-equilibrium geometry.

LUMO level = 0.7 eV
Charge = 0
HOMO energy = -8.399 eV
Multiplicity = 1

The geometry in XYZ format:
```
15
Properties=species:S:1:pos:R:3:lowdin_charge:R:1
C 2.00439 -0.52665 -1.03948 -0.14
C 2.28264 0.68799 -0.36008 -0.11
C 0.19213 0.10690 -0.04670 -0.32
C -1.14789 0.12175 0.40834 -0.36
C -1.99234 -1.00759 -0.00779 -0.03
N 0.74235 -0.83599 -0.78201 0.10
N -1.43406 1.08632 1.23461 0.14
N 1.16604 1.04943 0.27003 0.10
H 2.77906 -1.12451 -1.37923 0.07
H 3.24194 1.35216 -0.37648 0.14
H -2.57713 -0.78721 -0.85858 0.08
H -2.69122 -1.26183 0.74064 0.07
H -1.32344 -1.83382 -0.19115 0.07
H -2.37457 1.10541 1.46349 0.01
H 1.13211 1.86764 0.92439 0.18
```

=====

3.
DFT (ωB97M-V with the def2-TZVPD basis set) results for a structure of composition C5H7N3O2S in a non-equilibrium geometry.

LUMO level = 0.7 eV
Charge = 0
HOMO energy = -9.062 eV
Multiplicity = 1

The geometry in XYZ format:
```
18
Properties=species:S:1:pos:R:3:lowdin_charge:R:1
C 0.88470 1.09732 -0.03666 -0.41
C 2.60101 0.08426 -2.35007 -0.35
C -1.59414 0.97622 0.64184 -0.13
C -1.54584 -0.30126 1.53751 -0.39
C -0.10039 -0.51811 -0.65340 -0.57
N -0.44424 0.76680 -0.25813 -0.04
N 1.29694 -0.28078 -0.42427 -0.01
N 2.43163 -0.54398 -1.16797 0.09
O 1.54073 2.07284 0.21897 0.12
O 1.77278 0.70877 -2.94582 0.07
S -0.83562 -1.74258 0.50693 0.86
H 3.58456 -0.17784 -2.81964 0.14
H -2.40706 1.03252 -0.11728 0.14
H -1.37870 1.90148 1.07681 0.10
H -0.95644 -0.23436 2.49952 0.08
H -2.55809 -0.73491 1.96601 0.10
H -0.33797 -0.83075 -1.61710 0.10
H 3.17646 -0.75301 -0.59831 0.11
```

=====

4.
DFT (ωB97M-V with the def2-TZVPD basis set) results for a cluster of 2 separate species, C5H7N3O3 in total in a non-equilibrium geometry.

LUMO level = 0.7 eV
Charge = 0
HOMO energy = -9.851 eV
Multiplicity = 1

The geometry in XYZ format:
```
18
Properties=species:S:1:pos:R:3:lowdin_charge:R:1
C -1.52591 -1.20691 0.03958 -0.37
C 0.86436 0.54176 -0.90322 -0.45
C 1.01513 -0.89280 -1.31517 -0.30
C -0.46829 -0.78365 2.25420 -0.09
C -0.69364 2.24928 -0.30005 -0.01
N 1.67454 -1.65629 -2.30656 0.10
N 1.35585 -1.96857 -0.77968 0.20
N -1.26339 -0.77265 1.11485 0.08
O -1.97242 -1.34693 -1.03128 0.15
O 1.86568 1.09368 -0.54851 0.16
O -0.38008 0.97644 -0.85444 -0.05
H -1.07509 -1.07152 3.13039 0.10
H 0.32815 -1.44075 2.08585 0.06
H 0.07483 0.14742 2.30344 0.08
H -0.95234 2.24191 0.74523 0.09
H -1.64491 2.46280 -0.85424 0.12
H 0.12982 2.93665 -0.50482 0.10
H 2.66773 -1.50987 -2.27559 0.06
```

=====

5.
DFT (ωB97M-V with the def2-TZVPD basis set) results for a cluster of 2 separate species, C5H7N3OS in total in a non-equilibrium geometry.

LUMO level = 0.6 eV
Charge = 0
HOMO energy = -8.146 eV
Multiplicity = 1

The geometry in XYZ format:
```
17
Properties=species:S:1:pos:R:3:lowdin_charge:R:1
C -0.61278 0.47683 -1.24204 -0.30
C -0.09405 -0.22186 1.38514 -0.29
C 0.20780 1.19592 -0.36504 -0.51
C -0.87024 -1.18750 0.81993 -0.27
C 3.05694 -2.03268 0.28597 -0.08
N 0.29641 0.92228 0.92022 0.06
N 2.14020 -2.58936 0.67395 0.07
N 0.71244 2.36440 -0.74873 0.15
O -3.26085 -0.15913 -0.18376 -0.41
S -1.68247 -0.80262 -0.76470 1.06
H -0.82495 0.93997 -2.24699 0.08
H 0.22994 -0.28785 2.41416 0.11
H -4.06412 -0.57930 -0.63026 0.05
H 3.79023 -1.30424 -0.00781 0.06
H -1.10633 -2.11070 1.31400 0.06
H 0.84437 2.51418 -1.63974 0.03
H 1.23748 2.86166 0.01569 0.15
```

=====

6.
DFT (ωB97M-V with the def2-TZVPD basis set) results for a cluster of 2 separate species, C5H7N4O in total in a non-equilibrium geometry.

LUMO level (spin up / spin down) = -6.6 / -6.6 eV
Charge = +1
HOMO energy (spin up / spin down) = -13.935 / -13.935 eV
Multiplicity = 1

The geometry in XYZ format:
```
17
Properties=species:S:1:pos:R:3:lowdin_charge:R:1
C 0.91635 -1.47021 -0.85077 -0.11
C 0.24852 -0.38459 -0.27229 0.05
C 1.07424 0.67107 0.05809 -0.26
C -1.78477 -0.57918 0.01428 -0.15
C 0.74940 1.99963 0.60099 0.02
N 2.17772 -1.09525 -0.81523 0.06
N -2.14943 0.32794 -0.71843 0.04
N 2.26032 0.17486 -0.40312 0.05
N -2.24345 -1.63828 0.60222 0.17
O -2.18378 1.32134 -1.26394 0.25
H 0.55143 -2.50952 -1.18918 0.16
H 0.83201 2.72698 -0.10531 0.06
H -0.42703 1.88837 0.73399 0.13
H 1.22334 2.26977 1.52636 0.09
H 3.23375 0.37806 -0.17640 0.19
H -1.71426 -2.45497 0.77642 0.11
H -2.76436 -1.62603 1.48233 0.15
```

=====

Short version: energy = -9762.182 -9768.123 -24697.135 -15906.937 -22648.002 -13292.356 eV, in the order given.
Short version: energy above the lowest of the compared OMol25 structures with the same formula, charge and spin = 695.25 122.00 260.35 434.86 353.27 700.28 kJ/mol, in the order given.